Here is C24H27BF8IrN4O2 as an isolated structure from OMol25. Energies are from the ωB97M-V functional and the def2-TZVPD basis.

Each line ends with the Mulliken charge.
Geometry (Å):
H: 1.1899 -2.4693 3.4054  0.549
H: 0.0494 -2.2086 -4.7119  0.524
F: 4.4721 0.5338 1.7225  -0.328
H: -3.5435 -1.7703 -2.4423  0.501
H: 2.7644 -3.4713 1.8225  0.484
F: -0.5509 3.7589 -2.7076  -0.317
H: -2.4202 -3.7557 -4.9069  0.240
C: -0.5609 2.2706 -0.9076  -0.199
C: 3.3970 -0.0329 -1.5996  -0.199
C: -2.6259 -2.6793 -4.8572  -0.730
H: 6.3670 -0.0891 -5.6563  0.318
F: 0.5131 2.7532 2.5059  -0.426
H: -0.8618 -1.5156 3.3839  0.501
C: -0.0823 -3.2752 1.4528  -0.569
C: 1.6836 -1.1096 -2.7695  0.584
N: -0.3686 -1.2112 -1.5393  0.838
F: 1.0063 5.1373 1.5042  -0.310
H: 4.9233 -1.8863 -5.1814  0.313
O: -4.0035 -2.4649 -4.6593  -0.519
C: 3.7791 -0.7037 -3.8559  0.504
H: 2.1044 -1.6649 -4.7944  0.449
H: 4.0833 -0.5337 -5.9528  0.367
C: -1.8422 -2.1162 -3.7021  0.116
O: 5.7960 -0.0242 -4.8849  -0.506
H: 3.5951 -2.1460 2.6306  0.418
C: -0.2864 1.9210 0.4250  0.057
C: 4.2343 -0.0940 -2.6944  -0.865
Ir: 0.8184 -0.5836 -0.0409  2.473
H: 3.0150 -1.9240 0.9998  0.054
H: 0.0478 -3.5942 -0.6900  0.230
F: 2.8630 1.0143 3.2971  -0.263
H: -2.1318 -0.9739 -0.5322  0.488
H: 0.4816 5.4896 -1.0230  0.527
H: -2.2646 -2.2383 -5.7897  0.459
H: -0.8046 -3.4898 2.2431  0.331
C: 0.4995 4.2090 0.6973  0.413
H: 1.6511 -0.8449 2.9343  0.585
H: -1.4631 0.8769 2.7109  0.586
C: -0.4600 -1.9702 -3.7886  -0.671
C: 0.2507 -1.4830 -2.7118  0.157
C: 2.7766 -2.3894 1.9540  -1.178
H: 3.7074 0.4076 -0.6602  0.392
N: -0.5384 0.6082 0.8464  -0.352
C: -2.4681 -1.7283 -2.5286  -0.924
F: 3.2384 2.4595 1.5369  -0.308
H: 0.8046 -3.8600 1.6777  0.408
H: 5.2260 0.3289 -2.6470  0.502
C: 2.4804 -1.2118 -3.8875  -0.669
C: -0.2729 3.5178 -1.4212  0.252
H: -1.7573 -1.4118 1.8506  0.521
B: 3.3165 1.1982 2.0281  0.493
C: -1.6987 -1.2880 -1.4715  -0.588
H: -0.8053 -4.8291 0.2267  0.515
C: 4.6580 -0.8271 -5.0670  -0.690
F: -1.1633 1.3864 -1.7223  -0.300
C: 1.4926 -1.8472 2.5579  -0.947
H: -1.6052 -3.3072 -0.1008  0.318
H: 0.2747 0.6243 2.8403  0.344
C: -0.8297 -1.1423 2.3587  -0.902
C: -0.6155 0.3375 2.2821  -1.002
C: 0.2637 4.5080 -0.6277  -0.567
N: 0.2926 -1.8197 1.6311  -0.117
H: -4.4138 -2.1680 -5.4753  0.320
C: -0.6433 -3.7544 0.1346  -1.416
N: 2.1572 -0.5402 -1.6378  0.292
C: 0.2435 2.9533 1.2162  0.474
F: 2.2397 0.3922 1.1311  -1.037

Atomic forces in eV per Å
H 0.0037 0.0169 0.0113
H 0.0179 0.0145 -0.0066
F 0.0042 0.0211 0.0046
H -0.0005 -0.0076 0.0063
H 0.0084 0.0119 -0.0018
F -0.0026 -0.0026 -0.0026
H 0.0228 0.0062 -0.0318
C -0.0396 -0.0595 0.0411
C 0.0432 -0.1240 0.0552
C -0.0071 -0.0273 0.0017
H 0.0071 -0.0117 0.0057
F 0.0326 0.0647 -0.0042
H -0.0211 0.0037 0.0011
C 0.0594 -0.0821 -0.0131
C 0.0254 0.0590 -0.0282
N -0.0894 -0.1310 0.1846
F -0.0056 -0.0141 0.0016
H -0.0122 -0.0010 -0.0138
O 0.0088 0.0379 0.0258
C 0.0395 0.0256 0.0254
H -0.0131 -0.0122 0.0024
H 0.0000 0.0196 0.0062
C 0.0056 -0.0059 0.0126
O -0.0033 0.0058 -0.0045
H -0.0065 -0.0022 0.0097
C 0.0983 0.0420 0.1003
C -0.0181 -0.0146 -0.0337
Ir 0.7260 -0.2326 0.1898
H 0.0248 0.0136 -0.0022
H 0.0078 0.0098 -0.0321
F -0.0152 0.0064 0.0361
H 0.0079 0.0019 -0.0110
H -0.0036 -0.0029 -0.0040
H -0.0160 0.0360 0.0105
H 0.0571 -0.0113 0.0501
C 0.0142 0.0053 0.0248
H 0.0141 0.0191 -0.0120
H -0.0035 -0.0068 0.0026
C -0.0228 0.0198 0.0135
C -0.0362 0.0035 -0.0680
C -0.0323 -0.0276 -0.0326
H -0.0254 0.0088 -0.0137
N -0.2787 0.1568 -0.1815
C 0.0035 0.0380 -0.0355
F -0.0118 0.0384 0.0000
H -0.0059 0.0150 -0.0715
H 0.0025 -0.0033 -0.0013
C -0.0223 -0.0717 0.0293
C 0.0055 0.0252 0.0214
H 0.0025 -0.0245 0.0070
B 0.1134 -0.0819 -0.1125
C -0.0024 -0.0534 0.0347
H 0.0081 0.0027 0.0029
C 0.0040 -0.0091 0.0098
F 0.0161 0.0053 -0.0204
C -0.0675 0.0305 0.1520
H -0.0203 0.0136 -0.0208
H 0.0031 -0.0001 -0.0095
C -0.0688 -0.1388 -0.0383
C -0.0166 0.0634 -0.0509
C 0.0028 0.0329 -0.0440
N -0.0721 0.1266 -0.0899
H -0.0073 -0.0415 -0.0143
C -0.0582 0.0357 0.0300
N -0.1622 0.2650 -0.1267
C -0.0097 -0.0652 0.0030
F -0.2128 -0.0358 0.0200

Values from the calculation:
- E (Eh) = -2228.34221
- charge = +1